#A
# CHBrN2O3

2 unconnected molecules or ions with the total composition CHBrN2O3 (wB97M-V/def2-TZVPD, the OMol25 dataset).

LUMO level, eV: -2.37
HOMO-LUMO gap, eV: 7.97
Charge: 0
2S+1: 1
HOMO energy, eV: -10.34

The geometry in XYZ format:
```
8
CHBrN2O3 (wB97M-V/def2-TZVPD)
O 0.420 -0.060 1.953
N 1.255 -0.318 1.155
O 1.465 -0.041 0.039
Br 2.760 -1.812 1.943
C -1.017 0.070 -1.081
N -1.779 0.949 -1.166
O -2.404 1.912 -1.099
H -0.700 -0.700 -1.745
```

Mulliken atomic charge list, values in e, 6 entries: atom 1 (O): -0.3702, atom 2 (N): 0.7901, atom 3 (O): -0.3658, atom 4 (Br): -0.0687, atom 5 (C): -0.3001, atom 6 (N): 0.5477

#B
# CHBrN2O3

CHBrN2O3 in the gas phase (wB97M-V/def2-TZVPD, the OMol25 dataset).

LUMO level, eV: -1.24
HOMO-LUMO gap, eV: 9.12
Charge: 0
2S+1: 1
HOMO energy, eV: -10.37

The geometry in XYZ format:
```
8
CHBrN2O3 (wB97M-V/def2-TZVPD)
O -0.212 -0.255 -2.361
N 0.130 -0.735 -1.314
C 0.529 0.129 -0.173
Br 2.383 -0.194 -0.093
N 0.224 1.668 -0.278
O -0.933 1.895 -0.083
O 1.062 2.359 -0.727
H -0.131 -0.115 0.744
```

Mulliken atomic charge list, values in e, 6 entries: atom 1 (O): -0.2483, atom 2 (N): 0.0482, atom 3 (C): 0.0601, atom 4 (Br): -0.0636, atom 5 (N): 0.8421, atom 6 (O): -0.5219

Quick look at relative energies in kJ/mol: #A 109.7; #B 0.0.